23
Properties=species:S:1:pos:R:3:forces:R:3 method="wB97M-V/def2-TZVPD" e_above_lowest_kj_mol=100.3 homo_ev=-9.655 smiles="C=C([C@H](C)O)C(C)(C)O" orbital_gap_ev=10.47 energy_ha=-425.56706
C 1.04794 0.04681 0.21848 1.45 -0.78 0.11
C -1.50806 -0.59028 -0.11477 0.96 -0.54 -0.82
C 1.37726 1.17292 -0.76492 0.23 -0.26 0.26
C 0.72916 0.60747 1.60750 0.23 -0.18 -0.23
C -1.98227 0.76667 -0.63085 0.05 -0.31 0.15
C 0.02161 -0.88957 -0.36178 -2.01 0.69 0.26
C 0.34524 -1.90313 -1.14677 0.22 -0.13 0.10
O 2.31357 -0.72177 0.33036 -0.58 0.96 -0.08
O -1.90230 -0.81746 1.21880 -0.07 0.10 0.46
H 2.17375 -1.46048 0.93361 -0.19 0.04 -0.03
H -1.69435 -0.03874 1.74638 -0.03 -0.07 -0.03
H -2.02993 -1.37019 -0.68033 0.04 0.14 0.01
H 0.56689 1.89038 -0.84237 -0.12 0.03 -0.03
H 1.59270 0.75772 -1.74534 -0.04 -0.03 -0.08
H 2.26977 1.68345 -0.41128 0.06 0.13 0.06
H 1.63119 1.08261 1.98988 0.02 0.05 -0.02
H 0.45042 -0.19206 2.29178 -0.06 0.00 0.06
H -0.05201 1.36346 1.57323 -0.15 0.04 0.03
H -1.69536 0.89253 -1.67136 0.04 0.08 -0.10
H -1.56491 1.58456 -0.04630 0.05 0.11 0.01
H -3.06764 0.81952 -0.55767 -0.03 0.00 0.02
H 1.37636 -2.12912 -1.36380 0.15 -0.03 -0.04
H -0.39902 -2.55527 -1.57249 -0.23 -0.03 -0.07